# C27H58BClF2N10O9P

A 4-piece molecular cluster, C27H58BClF2N10O9P overall at a distorted geometry (the ωB97M-V functional and the def2-TZVPD basis, the Open Molecules 2025 dataset).

Properties
Calculated total energy, Ha: -3314.29271
Gap between HOMO and LUMO, eV: 8.89
Net charge: +1

```
109
Properties=species:S:1:pos:R:3:mulliken_charge:R:1
C 0.81 -3.37 3.23 -1.187
C 1.67 -2.62 2.17 0.002
O 0.92 -1.58 1.50 -0.255
C 1.81 -0.94 0.59 -2.108
C 1.10 -0.54 -0.73 -0.680
N 0.26 -1.66 -1.31 0.997
C -1.06 -1.05 -1.69 -0.857
C -2.12 -1.82 -2.50 0.364
C -3.29 -0.80 -2.76 -1.367
C -4.27 -0.71 -1.56 0.106
C -5.10 0.62 -1.51 -0.779
C -5.45 0.93 -0.02 -0.664
C -5.86 -0.29 0.83 -0.314
C -6.10 0.22 2.30 -0.775
O -4.89 0.72 2.84 -0.389
C -3.99 -0.31 3.23 -0.127
C 1.02 -2.48 -2.28 0.404
Cl 2.54 -3.26 -1.48 -0.175
P 0.18 -4.05 -2.99 0.161
C 1.47 -5.35 -3.35 -1.218
C -0.93 -4.82 -1.68 -0.475
C -2.27 -5.25 -2.41 -1.151
C 1.65 -1.57 -3.38 -1.040
B 0.70 -1.38 -4.70 0.374
N -0.18 -0.28 -4.96 -0.233
O 0.71 -2.41 -5.66 -0.704
O 2.38 -0.44 -2.91 -0.398
C 1.91 0.30 -1.75 1.592
C 3.31 0.77 -1.21 -1.940
C 3.36 2.12 -0.47 0.981
C 2.52 2.49 0.78 -1.501
N 4.15 3.03 -0.83 -0.848
N 1.19 1.43 -2.40 1.448
C 0.44 2.39 -1.70 0.145
O 0.79 3.48 -1.65 -0.425
F -0.75 2.12 -1.11 -0.208
C 1.74 2.01 -3.56 0.328
O 2.83 2.22 -3.86 -0.339
F 0.78 2.49 -4.39 -0.273
H -0.15 -2.88 3.46 0.268
H 1.43 -3.50 4.13 0.324
H 0.65 -4.40 2.85 0.320
H 2.52 -2.15 2.69 0.385
H 2.06 -3.36 1.45 0.151
H 2.10 0.02 1.08 0.409
H 2.76 -1.47 0.46 0.713
H 0.34 0.16 -0.32 -0.089
H 0.04 -2.31 -0.53 0.775
H -0.94 -0.06 -2.15 -0.404
H -1.56 -0.82 -0.73 0.587
H -2.56 -2.60 -1.86 0.078
H -1.82 -2.19 -3.49 0.309
H -3.77 -1.06 -3.71 0.503
H -2.86 0.22 -2.93 0.340
H -3.68 -0.75 -0.62 -0.239
H -4.94 -1.58 -1.60 0.400
H -4.52 1.47 -1.93 0.329
H -6.03 0.46 -2.08 0.352
H -6.31 1.63 -0.01 0.428
H -4.59 1.47 0.43 0.227
H -6.76 -0.76 0.40 0.360
H -5.08 -1.06 0.92 0.272
H -6.84 1.03 2.27 0.417
H -6.49 -0.65 2.87 0.368
H -3.29 0.04 4.00 0.063
H -4.52 -1.20 3.61 0.287
H -3.39 -0.58 2.33 -0.116
H 0.99 -6.07 -4.04 0.422
H 2.36 -4.93 -3.82 0.362
H 1.68 -5.90 -2.41 0.413
H -1.22 -4.12 -0.88 0.162
H -0.47 -5.75 -1.28 0.751
H -3.14 -4.71 -2.01 0.313
H -2.19 -4.97 -3.47 0.368
H -2.43 -6.34 -2.38 0.311
H 2.43 -2.24 -3.80 0.504
H -0.40 0.31 -4.17 0.017
H -1.01 -0.54 -5.47 0.295
H 1.07 -2.01 -6.47 0.319
H 3.98 0.90 -2.08 0.545
H 3.84 -0.04 -0.67 0.396
H 1.57 1.92 0.84 0.351
H 3.14 2.24 1.66 0.500
H 2.33 3.57 0.84 0.293
H 4.71 2.74 -1.63 0.270
C 0.67 6.38 2.67 0.678
O 1.12 5.64 3.53 -0.641
N 0.08 5.90 1.54 -0.315
N 0.73 7.74 2.76 -0.387
H -0.30 6.49 0.82 0.161
H 0.01 4.90 1.44 0.146
H 1.17 8.12 3.58 0.227
H 0.37 8.36 2.06 0.161
C 7.02 2.90 1.67 0.606
O 6.90 1.71 1.40 -0.654
N 6.16 3.84 1.20 -0.349
N 8.02 3.37 2.47 -0.393
H 6.23 4.82 1.41 0.168
H 5.41 3.51 0.61 0.260
H 8.68 2.70 2.83 0.237
H 8.14 4.34 2.70 0.160
C -0.74 -0.13 6.13 0.695
O -1.48 -0.95 5.61 -0.603
N -0.07 0.81 5.42 -0.345
N -0.54 -0.09 7.48 -0.414
H 0.54 1.50 5.83 0.156
H -0.20 0.82 4.43 0.174
H -1.02 -0.78 8.04 0.235
H 0.07 0.57 7.93 0.154
```

***

# C3H10NO

A 2-piece molecular cluster, C3H10NO overall (the ωB97M-V functional and the def2-TZVPD basis, the Open Molecules 2025 dataset).

Properties
Calculated total energy, Ha: -250.04334
Gap between HOMO and LUMO, eV: 11.03
Net charge: +1
Energy above the lowest of the compared OMol25 structures with the same formula, charge and spin, kcal per mole: 6.6

```
15
Properties=species:S:1:pos:R:3:mulliken_charge:R:1
C 2.81 -0.03 1.09 -0.695
N 1.40 0.41 1.38 -0.231
H 2.94 -0.09 0.02 0.302
H 3.51 0.71 1.48 0.325
H 2.95 -1.02 1.51 0.302
H 1.01 -0.14 2.16 0.365
H 0.71 0.32 0.61 0.272
H 1.37 1.38 1.69 0.397
O -0.91 -0.05 0.05 -0.622
C -1.31 -0.51 -1.01 0.227
C -2.45 0.08 -1.75 -0.908
H -0.83 -1.41 -1.43 0.359
H -3.38 -0.37 -1.41 0.293
H -2.36 -0.09 -2.82 0.333
H -2.50 1.15 -1.58 0.281
```

***

# C27H70N9O11PSSi2

C27H70N9O11PSSi2 as an isolated structure at a distorted geometry (the ωB97M-V functional and the def2-TZVPD basis, the Open Molecules 2025 dataset).

Properties
Calculated total energy, Ha: -3709.99861
Gap between HOMO and LUMO, eV: 8.38
Energy above the lowest of the compared OMol25 structures with the same formula, charge and spin, kcal per mole: 0.0

```
121
Properties=species:S:1:pos:R:3:mulliken_charge:R:1
O -0.22 -1.98 0.43 -0.438
Si 0.79 -1.45 -0.74 0.346
O 2.35 -1.78 -0.32 0.160
Si 2.86 -3.03 0.63 0.543
P 2.49 -5.08 -0.24 0.285
S 2.48 -6.34 1.29 -0.480
H -0.63 -1.25 0.91 0.299
H 0.48 -2.17 -1.98 -0.166
H 0.67 0.00 -0.90 -0.185
H 4.32 -2.91 0.71 -0.168
H 2.30 -2.99 1.98 -0.239
H 3.55 -5.35 -1.08 -0.023
H 1.33 -5.11 -1.01 0.055
C -1.93 0.88 -3.06 -1.055
C -2.11 1.67 -1.78 0.842
O -1.46 1.40 -0.77 -0.640
N -3.00 2.68 -1.79 -0.135
C -3.83 3.13 -2.88 -0.809
H -1.18 0.11 -2.89 0.039
H -2.87 0.40 -3.36 0.364
H -1.60 1.52 -3.88 0.349
H -3.07 3.19 -0.92 0.228
H -3.62 4.17 -3.11 0.152
H -4.89 3.06 -2.61 0.274
H -3.67 2.53 -3.77 0.388
C 7.06 1.10 0.36 -1.459
C 6.02 0.03 0.09 0.989
O 6.31 -1.15 0.08 -0.621
N 4.75 0.44 -0.14 -0.020
C 4.23 1.79 -0.18 -0.962
H 8.01 0.60 0.52 0.297
H 7.15 1.78 -0.49 0.376
H 6.80 1.68 1.24 0.376
H 4.10 -0.31 -0.31 0.105
H 3.45 1.94 0.57 0.279
H 3.80 2.02 -1.15 0.283
H 5.03 2.50 0.02 0.406
C 0.07 -2.40 6.67 -1.409
C 0.69 -1.02 6.62 0.885
O 0.71 -0.29 7.59 -0.691
N 1.23 -0.63 5.44 -0.015
C 1.31 -1.37 4.20 -0.981
H -0.31 -2.55 7.67 0.319
H -0.75 -2.49 5.96 0.360
H 0.80 -3.17 6.44 0.372
H 1.63 0.30 5.47 0.207
H 2.35 -1.51 3.89 0.323
H 0.79 -0.84 3.40 0.298
H 0.85 -2.35 4.31 0.324
C -1.50 -9.37 4.43 -1.252
C -0.81 -8.04 4.21 0.825
O -0.72 -7.22 5.11 -0.650
N -0.31 -7.80 2.98 -0.074
C -0.34 -8.65 1.81 -0.848
H -1.84 -9.40 5.46 0.290
H -2.35 -9.49 3.77 0.347
H -0.81 -10.20 4.25 0.339
H 0.15 -6.90 2.88 0.128
H 0.68 -8.87 1.47 0.269
H -0.86 -8.16 0.99 0.260
H -0.84 -9.59 2.02 0.353
C 4.71 -3.67 -3.53 -1.247
C 3.23 -3.85 -3.82 0.718
O 2.41 -3.91 -2.91 -0.591
N 2.85 -3.93 -5.10 -0.137
C 3.67 -3.88 -6.30 -0.750
H 4.85 -3.61 -2.46 0.185
H 5.28 -4.51 -3.92 0.406
H 5.09 -2.76 -3.99 0.408
H 1.85 -4.05 -5.22 0.210
H 3.37 -3.04 -6.93 0.276
H 3.56 -4.80 -6.87 0.201
H 4.71 -3.75 -6.03 0.342
C 0.64 -7.06 -7.96 -1.211
C 2.08 -7.41 -8.25 0.782
O 2.99 -6.61 -8.06 -0.655
N 2.34 -8.65 -8.73 -0.176
C 1.40 -9.72 -9.01 -0.832
H 0.61 -6.04 -7.59 0.224
H 0.03 -7.13 -8.86 0.355
H 0.21 -7.73 -7.21 0.366
H 3.32 -8.82 -8.90 0.235
H 1.62 -10.60 -8.41 0.287
H 1.44 -10.00 -10.06 0.284
H 0.39 -9.40 -8.78 0.304
C -0.45 2.80 6.93 -0.998
C -1.82 3.42 6.88 0.723
O -2.32 3.84 5.85 -0.662
N -2.51 3.48 8.06 -0.156
C -2.09 3.01 9.36 -0.790
H -0.04 2.81 5.92 0.252
H 0.21 3.37 7.59 0.371
H -0.48 1.77 7.29 0.195
H -3.42 3.91 7.97 0.222
H -2.77 2.25 9.75 0.271
H -2.05 3.83 10.08 0.278
H -1.10 2.57 9.29 0.303
C -3.24 7.86 -0.25 -1.236
C -2.92 6.75 -1.23 0.637
O -3.23 5.59 -1.03 -0.579
N -2.27 7.11 -2.37 -0.094
C -1.85 8.45 -2.77 -0.800
H -3.76 7.42 0.59 0.317
H -2.33 8.34 0.09 0.404
H -3.87 8.62 -0.71 0.258
H -2.05 6.34 -2.98 0.210
H -2.31 8.73 -3.72 0.288
H -0.76 8.50 -2.88 0.283
H -2.15 9.17 -2.02 0.284
C -5.88 12.31 -0.79 -1.418
C -4.83 11.52 -0.04 0.898
O -3.72 11.31 -0.51 -0.640
N -5.16 11.06 1.19 -0.136
C -6.41 11.21 1.91 -0.860
H -5.45 12.60 -1.74 0.320
H -6.77 11.71 -0.96 0.362
H -6.17 13.20 -0.24 0.373
H -4.42 10.54 1.65 0.225
H -6.26 11.74 2.85 0.295
H -6.86 10.24 2.13 0.290
H -7.11 11.78 1.31 0.313
```

***

Which of these has the highest gap between HOMO and LUMO?
C3H10NO